{
  "formula": "C26H21BrCl2N3O2PTc",
  "method": "ωB97M-V/def2-TZVPD",
  "symbols": ["Tc", "Br", "Cl", "Cl", "P", "O", "O", "N", "N", "N", "C", "C", "C", "C", "C", "C", "C", "C", "C", "C", "C", "C", "C", "C", "C", "C", "C", "C", "C", "C", "C", "C", "C", "C", "C", "C", "H", "H", "H", "H", "H", "H", "H", "H", "H", "H", "H", "H", "H", "H", "H", "H", "H", "H", "H", "H", "H"],
  "xyz": [[1.4437, 1.6166, -1.3474], [0.2411, -0.1567, -4.2250], [-0.5932, 2.7264, -2.6043], [0.9906, 3.9106, -0.4605], [-0.7604, 0.0237, 0.7807], [2.9741, 1.3034, -0.2103], [4.2407, -0.3578, 0.6201], [3.3558, 2.9291, -3.7163], [2.0279, -0.2627, -2.0998], [0.2078, 0.8776, -0.2981], [0.9922, -0.0951, 4.4097], [-0.4199, 4.1761, -1.5641], [-2.5391, -3.5082, -1.4401], [0.2293, -0.4479, 2.1539], [-1.4748, -2.6404, 0.5355], [-3.3972, 0.6557, 1.2731], [2.0081, -2.2123, -3.4525], [-1.7705, 2.4236, 1.6126], [-1.8935, -1.1965, -1.3709], [3.5047, -2.0546, -1.5839], [1.5481, -0.9478, -3.1381], [3.4822, 0.0445, -0.2031], [-1.3916, -1.3859, -0.0758], [3.0022, -2.7682, -2.6627], [-2.0757, 1.1023, 1.2495], [0.1062, 0.2042, 3.3863], [-2.0502, -3.6988, -0.1556], [2.9929, -0.8078, -1.3342], [2.0019, -1.0258, 4.2067], [-4.0990, 2.8295, 2.0351], [-2.4646, -2.2584, -2.0500], [2.6751, 2.4821, -2.9092], [1.2543, -1.3876, 1.9563], [-4.4058, 1.5266, 1.6694], [-2.7805, 3.2825, 2.0076], [2.1332, -1.6736, 2.9827], [-2.9919, -4.3372, -1.9695], [1.3669, -1.8907, 1.0014], [1.5946, -2.7364, -4.3022], [4.2845, -2.4317, -0.9355], [-2.5480, 4.2973, 2.3068], [2.6940, -1.2502, 5.0084], [-1.1154, -2.7904, 1.5450], [-5.4326, 1.1835, 1.6927], [-1.8448, -0.2202, -1.8408], [-0.7418, 2.7692, 1.6022], [-2.1230, -4.6714, 0.3152], [2.9278, -2.3932, 2.8311], [0.8946, 0.3981, 5.3682], [-0.6873, 0.9183, 3.5591], [-4.8895, 3.4991, 2.3504], [-3.6432, -0.3610, 0.9916], [-1.3079, 4.2848, -0.9550], [3.3889, -3.7517, -2.8990], [3.9570, 3.3335, -4.4158], [-2.8624, -2.1158, -3.0473], [-0.2166, 5.0379, -2.1844]],
  "lowdin_charge": [1.044, 0.834, 0.564, 0.636, 0.934, -0.226, 0.167, 0.230, -0.071, -0.320, -0.039, -0.787, -0.040, -0.299, -0.057, -0.045, -0.063, -0.112, -0.106, 0.042, -0.703, -0.523, -0.322, 0.013, -0.312, -0.046, -0.044, -0.184, -0.026, -0.039, -0.058, -0.124, -0.088, -0.042, -0.057, -0.045, 0.120, 0.109, 0.120, 0.143, 0.118, 0.123, 0.114, 0.121, 0.077, 0.085, 0.121, 0.122, 0.121, 0.107, 0.121, 0.115, 0.041, 0.134, 0.136, 0.116, 0.051],
  "homo_lumo_gap_ev": [6.624, 7.451],
  "homo_ev": [-14.069, -14.695],
  "multiplicity": 2,
  "charge": 2,
  "de_lowest_kj_mol": 0.0
}

***

{
  "formula": "C2H7N3O2",
  "method": "ωB97M-V/def2-TZVPD",
  "symbols": ["O", "O", "N", "N", "N", "C", "C", "H", "H", "H", "H", "H", "H", "H"],
  "xyz": [[0.9587, 0.9154, -2.0626], [1.5659, -0.9935, -1.1737], [1.0518, 0.1140, -1.1567], [0.3169, -0.2437, 1.0694], [0.5978, 0.5740, 0.0144], [-0.8010, 1.6708, -0.2316], [-0.3859, -1.5296, 0.7817], [-1.3634, 1.0898, 0.5673], [-1.3037, -1.1952, 0.1222], [-0.3770, 2.6583, 0.0454], [-1.0563, 1.4008, -1.3144], [0.2794, -2.1308, 0.1107], [-0.6455, -1.8158, 1.6814], [1.1622, -0.5145, 1.5466]],
  "lowdin_charge": [0.034, 0.044, -0.456, -0.116, -0.102, 0.113, -0.064, 0.069, 0.119, 0.071, 0.082, 0.077, 0.016, 0.114],
  "homo_lumo_gap_ev": 10.653,
  "homo_ev": -9.987,
  "de_lowest_kj_mol": 722.4,
  "smiles": "CNN(C)[N+](=O)[O-]"
}

***

{
  "formula": "C4H12NO3",
  "method": "ωB97M-V/def2-TZVPD",
  "symbols": ["O", "O", "O", "N", "C", "C", "C", "C", "H", "H", "H", "H", "H", "H", "H", "H", "H", "H", "H", "H"],
  "xyz": [[-3.0957, 1.8101, 0.9112], [-0.7857, 1.6989, -0.0811], [2.7793, -0.9503, -2.0082], [-1.3640, -1.0736, 0.5880], [-0.0194, -0.5174, 0.5227], [2.0667, -1.1538, -0.7683], [-0.0606, 0.9877, 0.8410], [0.6072, -0.7406, -0.8531], [0.4808, 0.1701, -1.4367], [0.9701, 1.3923, 0.9178], [-2.1956, 1.7919, 0.3524], [2.5547, -0.0714, -2.3284], [-0.5330, 1.0875, 1.8418], [-1.7635, -1.2313, -0.3317], [-3.0737, 2.5279, 1.5571], [2.5842, -0.5773, 0.0065], [-1.9841, -0.4416, 1.0847], [0.5948, -1.0136, 1.2659], [0.0789, -1.4688, -1.4638], [2.1587, -2.2267, -0.6177]],
  "lowdin_charge": [-0.204, -0.321, -0.107, 0.034, -0.414, -0.259, -0.414, -0.171, 0.103, 0.091, -0.023, 0.069, 0.094, 0.056, -0.012, 0.109, 0.044, 0.110, 0.105, 0.111],
  "homo_lumo_gap_ev": 7.180,
  "homo_ev": -3.576,
  "charge": -1,
  "de_lowest_kj_mol": 44.2
}

***

{
  "formula": "CH2NO4S",
  "method": "ωB97M-V/def2-TZVPD",
  "symbols": ["S", "O", "O", "O", "O", "N", "C", "H", "H"],
  "xyz": [[0.5316, 0.2644, -1.1288], [-0.8609, 0.3628, -0.7517], [0.9975, -3.7229, -0.0236], [-1.3456, 2.5529, 1.2683], [1.4103, 0.7602, -0.0384], [0.7886, -1.6245, -1.0911], [0.8400, -2.6703, -0.5288], [-0.5003, 2.2033, 1.3434], [-1.8611, 1.8742, 0.9509]],
  "lowdin_charge": [0.653, -0.522, 0.044, -0.022, -0.539, -0.059, -0.500, -0.024, -0.032],
  "homo_lumo_gap_ev": 9.136,
  "homo_ev": -5.271,
  "charge": -1,
  "de_lowest_kj_mol": 10.8
}

***

{
  "formula": "C33H82N5NiO11",
  "method": "ωB97M-V/def2-TZVPD",
  "symbols": ["Ni", "O", "O", "O", "O", "O", "O", "O", "O", "O", "O", "O", "N", "N", "N", "N", "N", "C", "C", "C", "C", "C", "C", "C", "C", "C", "C", "C", "C", "C", "C", "C", "C", "C", "C", "C", "C", "C", "C", "C", "C", "C", "C", "C", "C", "C", "C", "C", "C", "C", "H", "H", "H", "H", "H", "H", "H", "H", "H", "H", "H", "H", "H", "H", "H", "H", "H", "H", "H", "H", "H", "H", "H", "H", "H", "H", "H", "H", "H", "H", "H", "H", "H", "H", "H", "H", "H", "H", "H", "H", "H", "H", "H", "H", "H", "H", "H", "H", "H", "H", "H", "H", "H", "H", "H", "H", "H", "H", "H", "H", "H", "H", "H", "H", "H", "H", "H", "H", "H", "H", "H", "H", "H", "H", "H", "H", "H", "H", "H", "H", "H", "H"],
  "xyz": [[-1.1981, 2.2890, 0.5143], [-0.6043, 1.9098, 2.6977], [5.8720, -0.4991, -0.8802], [1.9937, 2.3995, -3.7515], [6.0269, -0.0066, 4.2205], [0.7029, 3.2464, 0.5710], [-4.4508, -1.1425, -0.7197], [-2.5582, 1.6149, -3.6382], [-5.4358, 0.3802, 5.7805], [-0.7645, -3.5659, 3.9805], [-0.1942, -2.7494, -7.2890], [-0.2229, 0.5878, 0.0608], [-3.7359, -1.3556, 4.3829], [5.2846, -2.2659, 1.3704], [0.9913, -0.2042, -4.8041], [-1.2438, 2.9186, -1.5959], [-3.1122, 1.6601, 1.2434], [-4.0201, -2.2943, -1.3882], [7.3047, -0.4219, 4.6543], [1.5640, -1.0156, 0.4175], [-3.3859, -0.5133, -0.0409], [5.9174, -1.1576, 2.0743], [0.8663, -1.4677, -5.5200], [-0.2419, 3.9834, -1.5219], [-4.0464, 0.6687, 0.6853], [1.7766, 3.5197, 1.4592], [1.0663, 2.2602, -4.8082], [5.9851, -2.7091, 0.1509], [-2.8023, 1.1765, 2.6426], [-3.0186, -2.5277, 3.8808], [0.6757, -0.2761, -0.5857], [5.6064, -1.8712, -1.0744], [-2.9336, 0.2677, -3.8043], [0.3080, 1.0175, 3.3259], [4.8183, 0.3871, -1.1889], [-1.1409, -2.8593, -8.3489], [-2.4606, 3.4659, -2.1925], [-6.0717, 1.4692, 6.4083], [-1.8292, 2.0866, 3.3858], [5.3555, -1.0013, 3.4650], [-0.1721, -1.3144, -1.3531], [-1.5122, -2.3826, 3.8653], [1.2522, 0.9760, -5.6191], [-3.3454, 2.3176, -2.6987], [-1.0486, -4.5989, 3.0950], [-3.7645, -1.3409, 5.8349], [1.0092, 3.6093, -0.7857], [-4.2482, -0.0270, 6.3947], [3.3796, 2.3770, -4.0618], [-0.0528, -1.4631, -6.7499], [6.9746, -1.4075, 2.1318], [-1.9007, -5.2391, 3.3654], [-0.5506, -0.9046, -2.2918], [1.8620, -1.8256, -5.7946], [-3.7279, 2.4453, 1.4648], [4.3584, 0.0480, -2.1231], [-3.3842, -2.7959, 2.8863], [-4.3000, 2.6265, -3.1347], [5.1617, 1.4157, -1.1740], [1.0611, -1.7175, 1.0850], [2.0895, -0.3142, 1.0731], [4.0073, 0.2916, -0.4537], [3.8374, 1.7149, -3.3318], [4.3415, -2.1047, 1.0365], [1.2842, 0.3568, -1.2387], [-2.0894, -2.4749, -7.9656], [-0.7622, -2.2197, -9.1534], [7.9364, 0.4405, 4.8512], [-0.5998, 4.8670, -0.9852], [3.7752, 3.3953, -4.0591], [-2.5874, -0.2296, -0.7320], [4.5617, -2.0473, -1.3637], [-1.7462, 1.7311, 4.4140], [7.8395, -1.1015, 3.9871], [2.3316, -1.5576, -0.1415], [0.2778, -0.8047, -7.5603], [-4.6494, 0.1428, 1.4333], [0.2868, -2.2587, -1.6661], [3.6009, 2.0050, -5.0641], [-2.9038, -1.1499, 0.7114], [1.1695, 3.0292, -5.5835], [7.0344, -2.9522, 0.2982], [-1.1769, -1.6291, 4.5830], [7.2258, -0.9937, 5.5871], [-0.0255, -0.0078, 3.1538], [-3.1651, -2.1390, -2.0572], [-4.0069, 0.1166, -3.9365], [2.1752, 4.5290, 1.5340], [-3.8206, -3.1560, -0.7439], [5.7836, -0.1512, 1.6590], [-3.6618, 1.6485, -1.8877], [0.0776, 2.2422, -4.3513], [0.5940, -2.2006, -4.7582], [-2.1782, 3.1232, 3.4006], [-6.6761, 1.1089, 7.2514], [-2.2614, 0.2381, 2.4986], [-0.9909, -4.4110, 2.0204], [-2.5942, -0.3758, -2.9860], [-0.9745, -1.6037, -0.6765], [4.2977, -0.7271, 3.4225], [-0.2839, -5.3694, 3.2740], [-3.4579, 0.7366, 6.2810], [2.5884, 2.8464, 1.1527], [0.1615, 0.0121, -4.2605], [-4.3779, -0.0762, 7.4851], [-1.2112, -3.8806, -8.7042], [1.5534, 2.7698, -1.2323], [-0.8958, 2.3218, -2.3525], [-2.4166, -0.1253, -4.6804], [-2.7818, -1.5830, 6.2430], [0.6360, 1.0208, -6.5295], [-3.6966, 0.8433, 3.1670], [5.3707, -1.9519, 4.0165], [-4.6705, -1.3635, 3.9992], [-1.1960, -1.8539, 2.9520], [0.1144, 4.1545, -2.5455], [2.2520, 0.8720, -6.0574], [-4.8346, 1.0634, 0.0409], [0.4695, 1.1344, 4.3995], [-4.4028, -2.1369, 6.2486], [-1.0252, -1.0409, -6.4563], [6.1604, -2.1571, -1.9801], [1.2589, 1.1652, 2.8213], [5.5469, -3.6814, -0.1079], [-2.9702, 4.0129, -1.3945], [-4.7771, -2.6588, -2.0884], [-2.2626, 4.1198, -3.0473], [1.5438, 3.1112, 2.4379], [-5.3204, 2.2029, 6.7084], [-3.3177, -3.3850, 4.5036], [-6.8392, 1.8743, 5.7483], [1.7298, 4.4291, -0.8180]],
  "lowdin_charge": [0.825, -0.256, -0.197, -0.211, -0.183, -0.253, -0.166, -0.190, -0.197, -0.157, -0.197, -0.292, -0.059, -0.040, -0.051, -0.063, -0.054, -0.115, -0.117, -0.063, -0.235, -0.218, -0.185, -0.180, -0.171, -0.053, -0.199, -0.185, -0.165, -0.207, -0.519, -0.222, -0.082, -0.051, -0.108, -0.083, -0.166, -0.100, -0.162, -0.239, -0.052, -0.234, -0.222, -0.189, -0.134, -0.206, -0.182, -0.250, -0.069, -0.245, 0.112, 0.090, 0.045, 0.122, 0.130, 0.080, 0.117, 0.136, 0.092, 0.079, 0.059, 0.066, 0.061, 0.086, 0.116, 0.085, 0.088, 0.088, 0.140, 0.092, 0.080, 0.110, 0.125, 0.078, 0.061, 0.114, 0.124, 0.082, 0.083, 0.119, 0.128, 0.119, 0.117, 0.088, 0.076, 0.072, 0.105, 0.106, 0.095, 0.118, 0.102, 0.103, 0.116, 0.133, 0.094, 0.103, 0.091, 0.051, 0.056, 0.115, 0.094, 0.115, 0.107, 0.077, 0.129, 0.089, 0.121, 0.114, 0.080, 0.125, 0.110, 0.106, 0.124, 0.113, 0.096, 0.135, 0.115, 0.127, 0.111, 0.128, 0.108, 0.124, 0.076, 0.111, 0.124, 0.095, 0.134, 0.072, 0.090, 0.124, 0.088, 0.139],
  "homo_lumo_gap_ev": [7.736, 6.892],
  "homo_ev": [-10.109, -10.109],
  "multiplicity": 3,
  "charge": 1
}